{
  "formula": "C14H33B2Cl12INO2",
  "method": "ωB97M-V/def2-TZVPD",
  "homo_lumo_gap_ev": 6.379,
  "total_charge": -1,
  "spin_multiplicity": 1,
  "symbols": ["I", "Cl", "Cl", "Cl", "Cl", "Cl", "Cl", "Cl", "Cl", "Cl", "Cl", "Cl", "Cl", "O", "O", "N", "C", "C", "C", "C", "C", "C", "C", "C", "C", "C", "C", "C", "C", "C", "B", "B", "H", "H", "H", "H", "H", "H", "H", "H", "H", "H", "H", "H", "H", "H", "H", "H", "H", "H", "H", "H", "H", "H", "H", "H", "H", "H", "H", "H", "H", "H", "H", "H", "H"],
  "coordinates": [[3.732, -0.386, 0.937], [-2.199, 1.859, -0.405], [4.638, -4.598, -0.746], [-4.808, -3.218, 4.662], [-3.680, -2.681, 2.001], [-0.744, -8.639, 0.806], [-0.328, 5.329, 3.883], [-2.951, -2.324, -3.446], [-2.147, 6.448, 1.870], [4.033, -3.024, -3.153], [-4.045, 3.974, 0.422], [-0.346, -2.807, -4.723], [-1.080, -5.717, 0.862], [3.028, 2.881, 1.738], [1.294, 3.560, 0.263], [0.689, 0.270, 0.514], [-2.100, -2.874, -4.896], [0.333, 0.543, 1.900], [0.059, 0.426, -2.951], [4.885, -3.064, -1.599], [-0.706, -0.434, 2.474], [-3.826, 2.517, -0.559], [-0.487, 5.947, 2.233], [0.293, 1.342, -4.164], [1.374, -0.103, -2.371], [2.209, 0.920, -1.578], [2.593, 3.875, 2.654], [0.060, -7.058, 0.775], [-3.780, -3.814, 3.346], [-2.050, 0.201, 2.836], [1.983, 0.933, 0.055], [2.157, 2.513, 0.722], [-4.540, 1.769, -0.236], [-0.847, -1.220, 1.724], [4.518, -2.251, -0.975], [1.950, -0.448, -3.246], [1.205, -0.995, -1.757], [-2.387, -2.233, -5.721], [1.568, 3.678, 2.976], [-0.540, 2.043, -4.295], [0.154, 6.815, 2.139], [0.723, -7.001, 1.629], [2.628, 4.879, 2.212], [-0.544, 0.983, -2.226], [-2.386, -3.903, -5.082], [-0.076, 0.560, -0.083], [-0.299, -0.897, 3.380], [-3.985, 2.786, -1.597], [1.201, 1.938, -4.036], [-2.702, 0.321, 1.962], [3.266, 0.699, -1.751], [-0.542, -0.428, -3.281], [1.257, 0.466, 2.483], [-2.606, -0.394, 3.567], [-0.193, 5.159, 1.543], [5.946, -2.966, -1.796], [3.255, 3.849, 3.522], [1.828, 4.222, -0.195], [-2.781, -3.962, 3.738], [0.610, -6.976, -0.156], [-4.200, -4.745, 2.986], [-1.898, 1.203, 3.256], [0.373, 0.759, -5.087], [-0.068, 1.570, 2.030], [2.029, 1.925, -1.992]],
  "atomic_forces_ev_per_a": [[0.4, -0.4, 0.3], [-0.1, 0.1, 0.0], [0.0, 0.0, 0.0], [0.0, 0.0, 0.0], [-0.1, -0.1, -0.1], [0.0, 0.0, 0.0], [-0.1, 0.1, 0.1], [0.0, 0.0, 0.0], [0.1, 0.1, 0.0], [0.0, 0.0, 0.0], [-0.1, -0.1, 0.0], [0.0, -0.1, 0.0], [-0.1, 0.0, 0.0], [-0.3, -0.1, 0.1], [0.0, -0.1, -0.2], [0.3, 0.3, 0.1], [0.0, 0.0, -0.1], [-0.2, 0.0, 0.0], [-0.1, 0.1, -0.2], [0.1, 0.1, 0.0], [-0.1, -0.1, 0.1], [0.0, 0.0, -0.1], [0.1, -0.1, -0.1], [-0.2, 0.0, 0.1], [0.2, -0.1, -0.3], [-0.2, -0.2, 0.2], [0.2, 0.1, -0.2], [0.1, 0.1, 0.0], [0.1, -0.1, 0.0], [-0.2, 0.2, -0.1], [-0.5, 0.5, -0.7], [0.4, 0.0, 0.1], [0.0, 0.0, 0.1], [0.0, 0.0, 0.2], [-0.1, -0.1, 0.0], [0.0, 0.0, 0.1], [-0.1, 0.1, 0.0], [0.0, 0.0, 0.0], [0.2, 0.0, 0.0], [0.1, -0.1, 0.0], [0.0, 0.0, 0.0], [0.0, 0.0, 0.0], [0.0, 0.0, 0.1], [0.3, -0.2, 0.1], [0.0, 0.0, 0.0], [0.0, -0.2, -0.2], [0.0, -0.1, -0.1], [0.0, 0.0, 0.0], [-0.1, -0.1, -0.1], [0.2, 0.0, 0.1], [-0.1, 0.2, -0.1], [-0.1, 0.2, 0.2], [-0.1, 0.1, 0.0], [0.1, 0.0, -0.1], [0.0, 0.0, 0.0], [0.0, 0.0, 0.0], [0.0, 0.0, -0.1], [-0.2, 0.0, 0.2], [0.0, 0.0, 0.0], [0.0, 0.0, 0.0], [0.0, 0.0, 0.0], [0.0, -0.1, 0.0], [0.2, 0.1, 0.1], [0.2, -0.1, 0.0], [0.0, -0.1, 0.1]],
  "nbo_charge": [-0.391, 0.000, -0.057, -0.041, -0.006, -0.046, -0.032, -0.023, -0.040, -0.049, -0.034, -0.005, -0.013, -0.743, -0.989, -0.880, -0.398, -0.217, -0.401, -0.400, -0.418, -0.397, -0.398, -0.609, -0.400, -0.696, -0.248, -0.393, -0.395, -0.606, 0.193, 0.966, 0.217, 0.213, 0.272, 0.180, 0.217, 0.216, 0.176, 0.191, 0.213, 0.224, 0.148, 0.191, 0.216, 0.352, 0.189, 0.216, 0.205, 0.194, 0.219, 0.192, 0.209, 0.195, 0.259, 0.208, 0.179, 0.480, 0.226, 0.228, 0.219, 0.197, 0.190, 0.145, 0.188]
}